13 unconnected molecules or ions with the total composition C52H91N13 at a distorted geometry, computed with ωB97M-V with the def2-TZVPD basis set.

Geometry as XYZ:
```
156
Properties=species:S:1:pos:R:3
C -5.109 -0.676 -2.170
C -5.369 0.841 -2.460
C -4.596 1.136 -3.737
C -3.203 1.300 -3.362
N -2.123 1.558 -3.096
H -5.547 -0.841 -1.231
H -4.046 -0.889 -2.051
H -5.607 -1.312 -2.877
H -5.031 1.566 -1.716
H -6.420 1.026 -2.645
H -4.826 2.097 -4.144
H -4.747 0.354 -4.448
C -2.946 1.037 0.541
C -3.208 1.891 1.800
C -3.102 3.396 1.518
C -4.050 3.924 0.539
N -4.805 4.400 -0.172
H -3.333 1.432 -0.404
H -3.325 0.000 0.613
H -1.867 0.966 0.442
H -2.546 1.727 2.611
H -4.226 1.696 2.196
H -2.081 3.546 1.184
H -3.219 3.915 2.506
C -1.226 7.626 3.312
C -0.987 6.317 2.558
C -0.473 5.110 3.360
C -1.482 4.463 4.277
N -2.191 3.848 4.972
H -1.688 8.394 2.666
H -0.268 8.020 3.651
H -1.863 7.482 4.183
H -0.165 6.459 1.851
H -1.899 6.003 2.062
H 0.379 5.449 4.009
H -0.150 4.318 2.671
C 2.031 1.337 5.917
C 1.467 2.400 5.022
C 2.608 3.012 4.155
C 3.124 1.974 3.235
N 3.722 1.289 2.483
H 2.677 1.804 6.605
H 2.633 0.688 5.304
H 1.236 0.786 6.385
H 0.858 3.046 5.643
H 0.779 1.896 4.316
H 3.446 3.381 4.746
H 2.198 3.815 3.588
C 3.639 3.819 -0.374
C 5.062 3.344 -0.632
C 5.190 1.796 -0.830
C 4.383 1.353 -1.973
N 3.784 1.015 -2.908
H 3.854 4.829 0.024
H 3.168 3.136 0.322
H 2.893 3.873 -1.221
H 5.615 3.469 0.308
H 5.569 3.818 -1.521
H 4.783 1.244 -0.001
H 6.218 1.384 -1.065
C 1.753 -7.054 1.049
C 0.262 -7.220 1.270
C -0.650 -6.580 0.198
C -0.447 -5.168 0.061
N -0.282 -4.062 -0.204
H 2.289 -7.558 1.865
H 2.088 -6.017 1.125
H 2.165 -7.457 0.084
H -0.050 -6.905 2.254
H 0.079 -8.270 1.207
H -1.693 -6.776 0.433
H -0.447 -6.879 -0.830
C 0.321 5.277 -2.556
C -1.022 5.660 -1.939
C -2.221 5.018 -2.673
C -2.241 5.384 -4.103
N -2.145 5.602 -5.211
H 1.152 5.438 -1.886
H 0.429 5.895 -3.443
H 0.374 4.242 -2.898
H -1.057 6.741 -1.917
H -1.070 5.395 -0.853
H -3.137 5.256 -2.180
H -2.076 3.955 -2.736
C -0.674 0.652 -5.952
C 0.556 1.357 -5.455
C 1.841 0.554 -5.429
C 1.661 -0.720 -4.682
N 1.315 -1.628 -4.091
H -1.415 1.343 -6.392
H -1.232 0.071 -5.154
H -0.356 -0.060 -6.752
H 0.396 1.854 -4.494
H 0.796 2.156 -6.199
H 2.704 1.092 -5.095
H 2.101 0.258 -6.472
C -2.811 -3.124 5.909
C -1.906 -2.516 4.849
C -2.493 -2.682 3.471
C -2.347 -4.105 2.942
N -2.114 -5.190 2.595
H -3.772 -2.580 5.776
H -2.396 -2.948 6.907
H -3.052 -4.202 5.811
H -0.915 -3.019 4.804
H -1.751 -1.403 5.035
H -2.024 -2.016 2.748
H -3.528 -2.433 3.500
C 4.051 -3.010 -1.314
C 2.901 -3.965 -1.368
C 2.978 -4.779 -2.686
C 1.882 -5.722 -2.863
N 1.130 -6.600 -2.937
H 3.959 -2.411 -0.421
H 3.972 -2.338 -2.172
H 5.025 -3.527 -1.265
H 1.931 -3.433 -1.386
H 2.904 -4.605 -0.468
H 3.914 -5.376 -2.787
H 2.892 -4.043 -3.534
C 2.366 -3.410 2.427
C 2.830 -2.070 2.882
C 3.377 -2.008 4.293
C 2.296 -2.302 5.282
N 1.499 -2.514 6.085
H 1.938 -3.417 1.418
H 1.531 -3.728 3.104
H 3.190 -4.132 2.385
H 2.013 -1.376 2.872
H 3.660 -1.647 2.203
H 3.823 -1.050 4.499
H 4.161 -2.755 4.494
C -2.011 -2.547 -3.371
C -1.169 -3.783 -3.788
C -1.954 -5.062 -3.510
C -3.256 -5.202 -4.163
N -4.147 -5.341 -4.861
H -2.233 -2.734 -2.309
H -2.942 -2.383 -3.904
H -1.363 -1.704 -3.488
H -0.260 -3.811 -3.209
H -0.719 -3.813 -4.788
H -2.286 -5.055 -2.499
H -1.292 -5.903 -3.760
C 1.485 -0.633 -0.225
C 0.287 0.072 -0.985
C 0.368 1.626 -0.916
C 0.452 2.159 0.441
N 0.519 2.587 1.486
H 1.378 -0.622 0.836
H 2.386 -0.107 -0.529
H 1.574 -1.687 -0.567
H -0.658 -0.346 -0.632
H 0.270 -0.243 -2.001
H -0.506 2.057 -1.384
H 1.308 1.979 -1.451
```

Properties
Gap between HOMO and LUMO: 11.08 eV
E_HOMO: -0.3995 Ha
Energy: -74768.1772 eV
Total charge: 0

Löwdin atomic charge list, values in e, 5 entries: C -0.075; C -0.215; C -0.170; C -0.204; N 0.212